(1)
{"formula": "C8H24ClINOP2Pr", "method": "ωB97M-V with the def2-TZVPD basis set", "symbols": ["C", "C", "H", "H", "H", "O", "I", "Pr", "P", "C", "C", "H", "H", "H", "H", "H", "H", "C", "H", "H", "H", "P", "C", "C", "H", "H", "H", "C", "H", "H", "H", "H", "H", "H", "Cl", "N", "H", "H", "H"], "xyz": [[0.00662, 1.08771, -2.91767], [0.00918, 1.60447, -1.61803], [0.01229, 1.93898, -3.62292], [-0.90190, 0.47379, -3.07911], [0.90744, 0.46202, -3.07850], [0.01510, 2.51864, -0.87480], [-0.01080, -2.45780, 3.06725], [-0.00575, -0.87585, 0.57171], [2.71202, -0.28656, 0.11888], [3.43548, 0.70425, 1.46983], [3.25267, -2.02845, 0.47402], [4.30231, -2.16353, 0.16099], [4.59480, 0.10486, -1.39224], [2.61780, -2.73476, -0.09441], [3.11787, -0.47838, -2.22451], [3.02742, 0.37785, 2.44108], [3.15494, -2.25441, 1.54996], [3.49630, 0.18130, -1.43405], [4.53214, 0.62218, 1.50079], [3.20915, 1.21474, -1.66011], [3.16313, 1.75842, 1.31427], [-2.71719, -0.25579, 0.12146], [-3.42759, 0.74717, 1.47057], [-3.49629, 0.21759, -1.43272], [-2.65235, -2.70522, -0.08766], [-4.32940, -2.11449, 0.17125], [-3.17951, -2.21598, 1.55717], [-3.27746, -1.99060, 0.48114], [-3.12306, -0.44626, -2.22222], [-4.59549, 0.15123, -1.39226], [-4.52529, 0.67895, 1.50324], [-3.14175, 1.79743, 1.31262], [-3.19953, 1.24815, -1.65966], [-3.02286, 0.41775, 2.44215], [-0.01617, -2.26609, -1.57305], [0.00638, 1.50602, 2.00682], [-0.82471, 1.59060, 2.59318], [0.82181, 1.54087, 2.64271], [0.05224, 2.32920, 1.39280]], "spin_multiplicity": 3, "e_lumo_ev": [-10.2374, -10.1637], "e_homo_ev": [-14.733, -14.765], "largest_force_ev_per_a": 7.7, "s2": 2.0051, "total_charge": 2, "gap_ev": [4.50, 4.60], "e_above_lowest_kj_mol": 0.0}

=====

(2)
{"formula": "C3H4F4P2", "method": "ωB97M-V with the def2-TZVPD basis set", "symbols": ["F", "P", "F", "P", "F", "F", "C", "C", "C", "H", "H", "H", "H"], "xyz": [[-2.14588, -2.15809, 0.50210], [-1.46073, -0.69487, 0.32571], [-1.02841, -0.97263, -1.20802], [-3.40638, 0.29264, -0.29681], [-2.66477, 1.68017, -0.70821], [-3.76172, 0.79736, 1.20512], [0.84759, 1.29656, 0.25620], [1.71062, 0.47656, 0.12641], [2.74481, -0.50253, -0.10777], [0.12592, 2.04291, 0.41557], [2.35096, -1.50960, 0.01538], [3.12599, -0.39446, -1.12265], [3.56199, -0.35401, 0.59699]], "e_lumo_ev": 0.0330, "e_homo_ev": -9.122, "largest_force_ev_per_a": 1.5, "gap_ev": 9.16, "e_above_lowest_kj_mol": 0.0}